Record 1
This record from OMol25 describes a gas-phase ion, C8H13N4 (charge +1) at a distorted geometry. The level of theory is ωB97M-V with the def2-TZVPD basis set.

XYZ file:
```
25
Properties=species:S:1:pos:R:3:forces:R:3:nbo_charge:R:1
C 2.1089 0.9704 -1.7752 0.560 0.716 -1.345 -0.40
C 1.1341 1.8599 -1.9668 -1.098 0.216 -1.151 -0.23
C -0.1375 1.4633 -2.6496 -0.034 -0.765 -1.630 -0.19
C -0.9439 0.4335 -2.2854 1.838 2.992 -0.442 0.07
C -2.1224 -0.0586 -2.9662 -0.168 -1.757 1.561 -0.04
N -2.7237 -0.8570 -2.1564 -1.041 -0.681 -0.083 -0.14
N -2.0493 -1.0356 -1.0283 0.468 -0.079 1.551 -0.28
N -0.9335 -0.1490 -0.9752 0.034 -0.288 0.301 -0.20
C -0.0897 -0.0300 0.0638 -3.944 -3.266 -0.200 0.35
N -0.2876 -0.7447 1.2007 1.191 1.465 -2.233 -0.35
C 0.7889 -0.6913 2.1994 -1.255 1.892 1.149 -0.41
C -1.3667 -1.6800 1.3686 -0.805 0.745 3.239 -0.50
H 2.0037 0.0104 -2.2873 -0.095 -0.103 0.718 0.22
H 3.1201 1.2479 -1.4826 -0.318 0.022 0.269 0.23
H 1.1622 2.9448 -1.8827 0.677 -0.150 0.699 0.24
H -0.3517 1.9227 -3.6909 0.394 -0.703 1.945 0.25
H -2.4441 -0.1706 -3.9850 0.231 1.024 -0.328 0.26
H -2.4034 -1.3040 -0.0791 -0.457 0.590 -2.340 0.43
H 0.7376 0.5380 -0.1473 1.801 1.280 0.275 0.25
H 1.7568 -0.9862 1.9093 0.887 -1.108 -0.787 0.23
H 0.9221 0.3665 2.4627 -0.121 -0.139 0.146 0.22
H 0.4466 -1.1817 3.1088 0.233 -0.141 -0.187 0.23
H -1.2715 -2.5910 0.8536 -0.313 -0.800 -1.473 0.25
H -1.1825 -2.0353 2.3473 0.064 -0.525 1.317 0.25
H -2.3983 -1.2341 1.5925 1.274 -0.437 -0.973 0.25
```
Forces are in eV/Å.

Properties
Electronic energy   -531.23432 Eh
HOMO-LUMO gap (alpha / beta)   7.200 / 7.201 eV
ΔE to the lowest compared entry with this formula, charge and spin   5.736 eV
Charge   +1



Record 2
This record from OMol25 describes C8H13N5O in the gas phase at a distorted geometry. The level of theory is ωB97M-V with the def2-TZVPD basis set.

XYZ file:
```
27
Properties=species:S:1:pos:R:3:forces:R:3:nbo_charge:R:1
C 2.9024 -0.6643 1.2289 -0.376 -0.055 -1.346 -0.62
C 2.1010 -0.6050 -0.0976 -0.494 0.390 1.178 -0.21
N 0.7932 0.0389 0.1820 0.198 -0.316 -0.764 -0.52
C -0.0521 -0.0855 -1.0135 -0.261 -0.763 -0.090 -0.21
C -0.9430 -1.3697 -0.9369 -0.069 1.380 0.138 -0.45
C -2.2711 -0.9851 -0.2849 1.729 -1.079 -1.068 0.33
N -3.3540 -1.4880 -0.8613 -0.866 0.230 0.364 -0.19
N -4.5094 -1.1229 -0.3330 0.705 -0.262 -0.439 -0.17
C -4.4257 -0.3096 0.7021 -1.352 0.413 0.622 0.14
N -3.3495 0.1623 1.3070 0.803 -0.166 -0.317 -0.16
N -2.1957 -0.1973 0.7762 -0.907 0.332 0.469 -0.18
C 0.9409 1.4046 0.5944 1.390 0.189 -2.687 0.73
C 1.7047 2.4071 -0.3061 -0.385 -1.016 -0.148 -0.75
O 0.4869 1.8070 1.5866 -1.456 0.746 3.078 -0.50
H 3.6568 -1.4483 1.1276 0.125 0.283 0.278 0.21
H 3.3540 0.3188 1.3839 0.111 -0.265 0.397 0.21
H 2.1879 -0.9151 2.0141 0.269 0.090 0.103 0.23
H 1.8697 -1.6215 -0.4283 0.152 0.189 -0.207 0.20
H 2.6061 -0.0223 -0.8841 0.251 -0.493 0.017 0.17
H 0.5568 -0.1473 -1.9326 -0.025 0.088 0.202 0.18
H -0.7312 0.7637 -1.1493 0.270 0.066 0.223 0.21
H -0.4562 -2.1419 -0.3370 0.029 0.037 -0.171 0.24
H -1.1065 -1.7061 -1.9624 -0.252 -0.277 0.273 0.23
H -5.3751 0.0124 1.1174 0.064 -0.039 0.017 0.19
H 1.1187 3.3250 -0.3549 0.116 -0.073 0.037 0.24
H 1.8231 1.9761 -1.3065 0.273 0.362 0.081 0.20
H 2.6675 2.6139 0.1681 -0.043 0.010 -0.239 0.24
```
Forces are in eV/Å.

Properties
Electronic energy   -661.55390 Eh
HOMO-LUMO gap   8.332 eV
ΔE to the lowest compared entry with this formula, charge and spin   3.266 eV



> The lowest electronic energy belongs to which entry?

C8H13N5O